DFT (ωB97M-V with the def2-TZVPD basis set) results for one molecule with the formula C2H6N3P at a distorted geometry.

XYZ file:
```
12
Properties=species:S:1:pos:R:3:forces:R:3:mulliken_spin:R:1
C 1.206 1.054 -1.805 -1.0 -0.5 2.7 -0.029
C 1.483 0.521 -0.331 1.0 0.5 -1.0 0.136
N 2.021 1.010 -2.697 0.9 0.0 -1.4 0.844
N 0.344 0.020 0.327 -1.3 1.1 -0.4 0.152
N -1.638 -1.315 1.031 -0.3 -0.2 -0.1 0.019
P 0.059 -1.485 0.971 0.4 -1.0 0.4 0.821
H 0.209 1.513 -1.834 0.0 0.1 -0.5 0.049
H 2.260 -0.245 -0.382 0.0 0.2 0.1 -0.001
H 1.864 1.412 0.179 0.2 -0.1 0.1 0.000
H -0.454 0.651 0.365 0.2 -0.1 0.1 -0.010
H -2.098 -1.528 0.151 -0.1 0.1 0.1 0.023
H -2.060 -1.866 1.765 0.0 0.0 0.0 -0.003
```
Forces are in eV/Å.

Summary:
E_LUMO (alpha / beta), eV: 1.00 / -0.66
2S+1: 3
ΔE to the lowest compared entry with this formula, charge and spin, kJ/mol: 0.00
⟨S²⟩: 2.013
F_max, eV/Å: 2.91
HOMO level (alpha / beta), hartree: -0.24332 / -0.35549